Density functional theory data (ωB97M-V with the def2-TZVPD basis set) for an isolated molecule of C5H8N2 at a distorted geometry.

Summary:
Frontier orbital gap ... 9.50 eV
Total energy ... -304.68994 Ha
Structure (SMILES) ... C[C@H]1CN[C@H]1C#N
Relative energy (zero: lowest compared OMol25 entry of this formula, charge and spin) ... 382.2 kJ/mol
Charge ... 0
F_max ... 2.51 eV Å⁻¹

The geometry in XYZ format:
```
15
Properties=species:S:1:pos:R:3:nbo_charge:R:1
C -1.604 0.123 0.180 -0.632
C -0.271 -0.589 -0.173 -0.113
C 0.500 0.114 -1.272 -0.242
N 1.494 0.825 -0.440 -0.605
C 1.412 -0.231 0.544 -0.116
C 0.604 -0.402 1.678 0.208
N -0.056 -0.794 2.554 -0.391
H -1.495 1.189 0.412 0.213
H -2.224 0.063 -0.735 0.224
H -2.179 -0.341 0.990 0.246
H -0.466 -1.660 -0.237 0.217
H -0.086 0.767 -1.913 0.192
H 1.011 -0.658 -1.851 0.199
H 1.125 1.701 -0.089 0.364
H 2.187 -0.988 0.354 0.238
```

Density functional theory data (ωB97M-V with the def2-TZVPD basis set) for a structure of composition C14H37N3O2RuS2 at a distorted geometry.

Summary:
Frontier orbital gap (spin up / spin down) ... 9.13 / 7.57 eV
Total energy ... -1760.67081 Ha
⟨S²⟩ ... 0.756
2S+1 ... 2
Relative energy (zero: lowest compared OMol25 entry of this formula, charge and spin) ... 16.9 kJ/mol
Charge ... +3
F_max ... 1.14 eV Å⁻¹

The geometry in XYZ format:
```
59
Properties=species:S:1:pos:R:3:nbo_charge:R:1
Ru 0.185 0.028 1.291 0.824
N -1.847 0.426 1.109 -0.708
C -1.972 1.898 0.932 -0.247
C -1.139 2.250 -0.286 -0.241
N 0.195 1.552 -0.199 -0.567
C 1.362 2.423 0.175 -0.276
C 2.130 1.738 1.295 0.223
N 2.293 0.313 0.932 -0.766
H -2.450 0.072 1.850 0.434
H -2.144 -0.043 0.251 0.415
H -3.008 2.213 0.802 0.264
H -1.583 2.377 1.831 0.215
H -1.626 1.906 -1.199 0.242
H -1.005 3.327 -0.378 0.255
H 0.370 1.147 -1.115 0.429
H 2.002 2.607 -0.689 0.263
H 1.005 3.390 0.529 0.252
H 3.045 2.257 1.577 0.245
H 1.154 2.324 3.015 0.549
H 2.644 0.196 -0.017 0.427
H 2.938 -0.166 1.558 0.442
C -2.820 -3.381 0.273 -0.620
C -1.590 -3.709 -0.556 -0.578
S -0.089 -3.024 0.149 1.211
O -0.265 -1.481 -0.020 -0.942
C 1.089 -3.471 -1.136 -0.577
C 2.524 -3.386 -0.643 -0.618
H -3.702 -3.780 -0.225 0.278
H -2.965 -2.304 0.369 0.192
H -2.774 -3.831 1.265 0.226
H -1.659 -3.346 -1.584 0.258
H -1.401 -4.785 -0.579 0.270
H 0.876 -2.786 -1.960 0.254
H 0.826 -4.481 -1.454 0.271
H 2.774 -2.380 -0.300 0.183
H 3.201 -3.632 -1.460 0.272
H 2.712 -4.090 0.166 0.239
C -2.639 -0.290 4.760 -0.622
C -1.384 0.571 4.792 -0.416
C -0.090 -0.232 4.752 -0.500
S 0.091 -1.207 3.221 0.501
O 1.247 1.562 2.424 -0.702
C -0.369 -2.931 3.639 -0.480
C 0.858 -3.830 3.724 -0.420
C 1.754 -3.508 4.911 -0.620
H -3.536 0.323 4.828 0.258
H -2.659 -0.983 5.602 0.242
H -2.710 -0.894 3.847 0.171
H -1.363 1.151 5.718 0.265
H -1.387 1.309 3.982 0.179
H -0.054 -0.972 5.553 0.265
H 0.807 0.378 4.837 0.253
H -1.103 -3.259 2.907 0.244
H -0.873 -2.840 4.603 0.257
H 1.417 -3.774 2.787 0.203
H 0.482 -4.854 3.799 0.255
H 2.158 -2.492 4.854 0.192
H 2.602 -4.189 4.948 0.259
H 1.213 -3.608 5.853 0.229
```

Density functional theory data (ωB97M-V with the def2-TZVPD basis set) for a cluster of 7 separate species, C22H32Cl10 in total at a distorted geometry.

Summary:
Frontier orbital gap ... 10.01 eV
Total energy ... -5459.39844 Ha
Structure (SMILES) ... c1ccccc1.c1ccccc1.ClCCCl.ClCCCl.ClCCCl.ClCCCl.ClCCCl
Charge ... 0
F_max ... 2.62 eV Å⁻¹

The geometry in XYZ format:
```
64
Properties=species:S:1:pos:R:3:nbo_charge:R:1
C -17.103 0.808 4.220 -0.228
C -18.207 1.218 4.967 -0.225
C -18.926 0.345 5.721 -0.212
C -18.528 -0.979 5.832 -0.207
C -17.301 -1.344 5.317 -0.221
C -16.594 -0.490 4.442 -0.220
H -16.518 1.474 3.627 0.214
H -18.589 2.255 4.873 0.217
H -19.872 0.610 6.275 0.221
H -19.207 -1.596 6.358 0.219
H -16.887 -2.372 5.390 0.218
H -15.668 -0.755 3.992 0.221
C -13.358 -2.783 -2.125 -0.215
C -12.418 -2.344 -1.192 -0.217
C -12.752 -1.273 -0.331 -0.207
C -14.037 -0.779 -0.313 -0.230
C -14.988 -1.346 -1.148 -0.205
C -14.646 -2.281 -2.120 -0.222
H -13.126 -3.529 -2.898 0.218
H -11.446 -2.815 -1.096 0.219
H -12.014 -0.849 0.296 0.215
H -14.381 0.048 0.255 0.215
H -15.998 -1.021 -1.049 0.208
H -15.392 -2.708 -2.772 0.222
Cl -23.848 -5.288 1.766 -0.031
C -22.807 -4.370 2.806 -0.433
C -23.346 -4.115 4.141 -0.368
Cl -23.436 -5.537 5.240 -0.083
H -22.540 -3.381 2.392 0.244
H -21.840 -4.854 2.828 0.222
H -24.336 -3.708 4.046 0.220
H -22.814 -3.348 4.621 0.223
Cl -18.582 -8.069 6.500 -0.052
C -19.629 -7.959 7.893 -0.401
C -21.015 -7.542 7.467 -0.353
Cl -22.105 -7.464 8.935 -0.084
H -19.238 -7.220 8.564 0.219
H -19.596 -8.915 8.407 0.224
H -21.440 -8.226 6.774 0.218
H -21.014 -6.555 6.999 0.229
Cl -14.535 -3.257 2.915 -0.076
C -15.374 -3.767 1.410 -0.392
C -15.272 -5.255 1.292 -0.358
Cl -16.387 -5.837 -0.044 -0.090
H -14.859 -3.315 0.572 0.247
H -16.383 -3.410 1.494 0.221
H -15.618 -5.746 2.212 0.215
H -14.305 -5.591 0.918 0.236
Cl -21.411 -0.710 2.629 -0.112
C -19.662 -0.956 2.110 -0.367
C -19.175 0.126 1.275 -0.392
Cl -20.126 0.222 -0.236 -0.068
H -19.665 -1.949 1.670 0.236
H -19.069 -1.023 3.037 0.243
H -18.105 -0.055 1.051 0.228
H -19.334 1.072 1.729 0.229
Cl -19.191 -4.679 0.988 -0.077
C -18.756 -5.750 2.368 -0.374
C -18.228 -4.950 3.517 -0.408
Cl -19.488 -3.998 4.305 -0.047
H -18.062 -6.527 2.011 0.234
H -19.633 -6.282 2.537 0.223
H -17.481 -4.289 3.018 0.220
H -17.849 -5.623 4.247 0.234
```

Density functional theory data (ωB97M-V with the def2-TZVPD basis set) for an isolated molecule of C5H10N2O at a distorted geometry.

Summary:
Frontier orbital gap ... 9.94 eV
Total energy ... -381.22509 Ha
Structure (SMILES) ... C=CC[C@H](N)C(N)=O
Relative energy (zero: lowest compared OMol25 entry of this formula, charge and spin) ... 158.5 kJ/mol
Charge ... 0
F_max ... 3.97 eV Å⁻¹

The geometry in XYZ format:
```
18
Properties=species:S:1:pos:R:3:nbo_charge:R:1
C 2.788 -0.806 0.211 -0.397
C 1.782 -0.531 -0.590 -0.173
C 0.324 -0.656 -0.204 -0.453
C -0.300 0.720 0.092 -0.132
N -0.540 0.743 1.533 -0.884
C -1.567 0.993 -0.654 0.653
N -2.596 0.070 -0.660 -0.839
O -1.573 1.775 -1.601 -0.603
H 3.854 -0.889 0.033 0.203
H 2.764 -1.063 1.279 0.184
H 1.965 -0.308 -1.641 0.206
H -0.222 -1.277 -0.938 0.235
H 0.221 -1.397 0.603 0.219
H 0.342 1.572 -0.207 0.212
H 0.058 0.226 2.140 0.383
H -1.310 1.259 1.913 0.384
H -2.746 -0.568 0.112 0.394
H -3.242 0.139 -1.421 0.408
```

> The highest F_max belongs to which entry?

C5H10N2O